Entry a
# C16H14HgNOS

A structure of composition C16H14HgNOS (ωB97M-V/def2-TZVPD, the Open Molecules 2025 dataset).

Total charge   -2
LUMO energy (spin up / spin down)   4.92 / 4.88 eV
Multiplicity   2

Geometry as XYZ:
```
34
C16H14HgNOS, DFT ωB97M-V/def2-TZVPD
Hg 0.320 0.334 0.023
S -4.244 -1.734 -0.092
C -3.297 -3.202 -0.047
C -3.710 -4.520 -0.096
C -2.762 -5.548 -0.046
C -1.409 -5.213 0.070
C -0.981 -3.895 0.123
C -1.922 -2.845 0.055
N -1.638 -1.530 0.085
C -2.764 -0.761 0.016
C -2.803 0.663 0.018
C -4.048 1.351 -0.052
C -4.095 2.741 -0.062
C -2.920 3.483 0.001
C -1.690 2.795 0.075
C -1.579 1.420 0.088
H -4.767 -4.758 -0.168
H -3.073 -6.583 -0.094
H -0.671 -6.006 0.123
H 0.068 -3.644 0.222
H -4.980 0.796 -0.104
H -5.055 3.243 -0.128
H -2.949 4.568 -0.014
H -0.782 3.395 0.131
C 3.419 1.830 -0.110
O 2.912 1.115 0.998
C 2.302 -0.164 0.766
C 3.098 -0.942 -0.283
H 2.818 1.619 -1.004
H 4.471 1.595 -0.314
H 3.333 2.898 0.122
H 4.155 -0.971 0.059
H 3.114 -0.581 -1.317
H 2.718 -1.969 -0.300
```

---

Entry b
# C16H14HgNOS

A structure of composition C16H14HgNOS (ωB97M-V/def2-TZVPD, the Open Molecules 2025 dataset).

Total charge   -2
LUMO energy (spin up / spin down)   4.95 / 4.91 eV
Multiplicity   2

Geometry as XYZ:
```
34
C16H14HgNOS, DFT ωB97M-V/def2-TZVPD
Hg -0.233 -0.328 0.153
S 3.661 2.735 -0.816
C 2.786 2.842 -2.325
C 3.118 3.522 -3.481
C 2.259 3.467 -4.586
C 1.071 2.736 -4.486
C 0.725 2.052 -3.331
C 1.588 2.078 -2.213
N 1.383 1.454 -1.041
C 2.381 1.676 -0.147
C 2.468 1.155 1.177
C 3.575 1.485 2.010
C 3.673 0.975 3.299
C 2.680 0.136 3.795
C 1.584 -0.180 2.964
C 1.432 0.293 1.676
H 4.035 4.100 -3.531
H 2.513 3.986 -5.502
H 0.398 2.705 -5.336
H -0.201 1.495 -3.255
H 4.360 2.138 1.638
H 4.533 1.229 3.912
H 2.754 -0.272 4.798
H 0.816 -0.833 3.381
C -2.952 -2.499 0.948
O -3.058 -1.101 0.750
C -2.484 -0.517 -0.399
C -2.651 -1.432 -1.609
H -2.021 -2.879 0.511
H -3.803 -3.043 0.524
H -2.921 -2.675 2.028
H -3.728 -1.680 -1.682
H -2.104 -2.381 -1.629
H -2.368 -0.872 -2.505
```

---

Energies relative to the most stable structure, in hartree: entry a 0.0000; entry b 0.0079.

---

Entry a
# C22H25IIrN9OPS3

A structure of composition C22H25IIrN9OPS3 (ωB97M-V/def2-TZVPD, the Open Molecules 2025 dataset).

Total charge   +2
LUMO energy (spin up / spin down)   -5.83 / -6.99 eV
Multiplicity   2

Geometry as XYZ:
```
63
C22H25IIrN9OPS3, DFT ωB97M-V/def2-TZVPD
Ir -0.194 -0.433 -0.498
C -1.080 0.822 4.783
N -0.582 0.067 3.633
C 0.056 -1.139 3.697
C 0.340 -1.503 2.417
N -0.119 -0.526 1.571
C -0.680 0.416 2.335
P -1.577 1.881 1.735
C -2.651 0.947 0.606
N -2.206 0.029 -0.245
C -3.284 -0.448 -0.935
C -4.400 0.194 -0.482
N -3.990 1.067 0.485
C -4.858 1.977 1.233
C -0.341 2.372 0.500
N 0.216 1.548 -0.384
C 1.108 2.269 -1.124
C 1.084 3.557 -0.676
N 0.175 3.608 0.341
C -0.172 4.804 1.108
H -0.854 0.257 5.682
H -0.589 1.790 4.840
H -2.157 0.954 4.711
H 0.266 -1.629 4.631
H 0.876 -2.368 2.074
H -3.188 -1.215 -1.684
H -5.435 0.095 -0.758
H -5.883 1.804 0.920
H -4.778 1.782 2.300
H -4.593 3.010 1.023
H 1.704 1.828 -1.901
H 1.641 4.423 -0.989
H 0.490 5.608 0.802
H -1.201 5.096 0.909
H -0.035 4.621 2.171
S -4.467 -4.785 -1.920
C -2.927 -4.200 -1.737
S -2.425 -3.490 -3.156
S -2.136 -4.280 -0.195
N -0.737 -0.925 -4.639
C -0.074 -0.888 -3.496
O -0.564 -0.237 -2.538
C 1.242 -1.599 -3.406
I -0.089 -3.087 -0.652
H -1.631 -0.464 -4.715
H -0.356 -1.380 -5.451
H 1.738 -1.534 -4.378
H 1.072 -2.661 -3.215
N 3.432 -1.672 -2.324
C 2.168 -0.977 -2.366
N 1.716 -1.034 -0.975
C 2.898 -1.111 -0.207
C 3.156 -0.807 1.113
C 4.443 -1.029 1.616
C 5.449 -1.517 0.802
C 5.210 -1.768 -0.551
C 3.941 -1.548 -1.034
H 4.036 -1.696 -3.127
H 2.296 0.081 -2.690
H 2.404 -0.369 1.751
H 4.653 -0.797 2.651
H 6.438 -1.680 1.205
H 6.004 -2.114 -1.201
```

---

Entry b
# C22H25IIrN9OPS3

A structure of composition C22H25IIrN9OPS3 (ωB97M-V/def2-TZVPD, the Open Molecules 2025 dataset).

Total charge   +2
LUMO energy (spin up / spin down)   -5.09 / -6.29 eV
Multiplicity   2

Geometry as XYZ:
```
63
C22H25IIrN9OPS3, DFT ωB97M-V/def2-TZVPD
Ir -0.408 -0.250 -0.539
C -2.181 -2.105 4.348
N -2.056 -1.980 2.896
C -2.645 -2.800 1.974
C -2.248 -2.362 0.747
N -1.415 -1.291 0.921
C -1.310 -1.079 2.225
P -0.337 0.255 2.959
C -0.871 1.541 1.794
N -0.878 1.456 0.460
C -1.383 2.634 -0.017
C -1.659 3.446 1.039
N -1.336 2.750 2.166
C -1.480 3.247 3.535
C 1.226 -0.106 2.106
N 1.363 -0.180 0.786
C 2.708 -0.168 0.536
C 3.382 -0.103 1.719
N 2.438 -0.061 2.702
C 2.707 0.048 4.136
H -2.780 -2.984 4.563
H -2.676 -1.229 4.762
H -1.201 -2.227 4.803
H -3.300 -3.604 2.260
H -2.522 -2.727 -0.225
H -1.549 2.808 -1.061
H -2.076 4.437 1.075
H -1.975 4.213 3.493
H -0.505 3.368 4.000
H -2.091 2.565 4.121
H 3.131 -0.173 -0.450
H 4.436 -0.076 1.934
H 3.774 -0.078 4.293
H 2.178 -0.732 4.678
H 2.407 1.025 4.508
S -4.555 1.743 -2.308
C -3.560 0.707 -1.524
S -2.001 0.272 -2.174
S -4.201 0.174 -0.065
N -0.884 -3.786 -2.956
C -0.169 -3.295 -1.943
O -0.366 -2.134 -1.578
C 0.843 -4.256 -1.361
I 1.534 -3.773 0.577
H -1.539 -3.178 -3.427
H -0.770 -4.728 -3.289
H 1.713 -4.295 -2.016
H 0.420 -5.256 -1.307
N 2.564 -0.126 -3.479
C 1.842 -0.521 -2.425
N 0.931 0.364 -2.073
C 1.065 1.429 -2.985
C 0.409 2.654 -3.106
C 0.798 3.494 -4.126
C 1.826 3.151 -5.019
C 2.500 1.958 -4.904
C 2.098 1.118 -3.870
H 3.315 -0.647 -3.903
H 2.007 -1.460 -1.921
H -0.378 2.941 -2.436
H 0.297 4.445 -4.245
H 2.093 3.841 -5.807
H 3.300 1.689 -5.580
```

---

Energies relative to the most stable structure, in hartree: entry a 0.0352; entry b 0.0000.

---

Entry a
# C4H5NOS2

An isolated molecule of C4H5NOS2 (ωB97M-V/def2-TZVPD, the Open Molecules 2025 dataset).

SMILES string   C=CC(=S)S/C=N\O
LUMO energy   -0.97 eV
Multiplicity   1

Geometry as XYZ:
```
13
C4H5NOS2, DFT ωB97M-V/def2-TZVPD
C -1.492 -0.850 -0.782
C 1.100 -0.793 0.107
C 0.801 0.649 0.189
C 1.598 1.638 -0.209
H -1.513 -0.695 1.679
H -1.711 -1.075 -1.833
H -0.357 0.763 0.253
H 2.657 1.477 -0.566
H 1.172 2.641 -0.397
N -2.465 -0.376 -0.061
O -2.206 -0.225 1.330
S -0.197 -1.791 -0.160
S 2.614 -1.364 0.450
```

---

Entry b
# C4H5NOS2

An isolated molecule of C4H5NOS2 (ωB97M-V/def2-TZVPD, the Open Molecules 2025 dataset).

SMILES string   OC(=S)[C@H]1CN1C=S
LUMO energy   -0.22 eV
Multiplicity   1

Geometry as XYZ:
```
13
C4H5NOS2, DFT ωB97M-V/def2-TZVPD
C -1.137 -0.877 1.043
C -0.023 0.101 0.921
C 1.295 -0.364 0.460
C 0.473 0.920 -1.705
H -1.596 0.186 -0.414
H -0.054 0.931 1.747
H 1.329 -1.484 0.414
H 2.270 0.229 0.577
H 1.228 0.658 -2.503
N 0.541 0.469 -0.425
O -1.970 -0.498 0.090
S -1.544 -2.006 2.143
S -0.811 1.735 -2.348
```

---

Energies relative to the most stable structure, in hartree: entry a 0.0294; entry b 0.0000.